1.
{
  "formula": "C27H22NO2S4Ti",
  "method": "wB97M-V/def2-TZVPD",
  "symbols": ["Ti", "S", "C", "C", "C", "C", "C", "C", "S", "C", "C", "C", "C", "C", "C", "C", "S", "C", "C", "C", "C", "C", "C", "S", "N", "H", "H", "H", "H", "H", "H", "H", "H", "H", "H", "H", "H", "H", "H", "H", "C", "C", "O", "C", "C", "C", "C", "C", "C", "O", "H", "H", "H", "H", "H", "H", "H"],
  "coordinates": [[-0.5677, 0.6728, -1.0530], [-2.6994, 1.0457, -1.8768], [-3.4153, 2.4563, -1.1021], [-4.7896, 2.6708, -1.1721], [-5.3447, 3.8025, -0.5984], [-4.5414, 4.7458, 0.0316], [-3.1716, 4.5520, 0.0890], [-2.6234, 3.3987, -0.4568], [-0.8686, 3.1395, -0.4313], [-0.5825, 2.9119, 1.3388], [-1.0851, 1.6156, 1.9089], [-1.3923, 1.5802, 3.2559], [-1.7489, 0.3780, 3.8437], [-1.7996, -0.7517, 3.0549], [-1.5106, -0.6498, 1.7031], [-1.6600, -1.8843, 0.8600], [-0.9876, -1.7174, -0.7943], [0.8408, -2.0431, -1.1003], [1.1564, -3.5084, -1.1936], [2.3974, -3.7521, -0.8033], [4.0293, -1.8066, -1.4212], [3.5979, -0.3574, -1.3337], [2.5013, -0.1734, -0.6017], [1.6287, 1.3302, -0.2960], [-1.1526, 0.5126, 1.1283], [-5.4154, 1.9485, -1.6791], [-6.4138, 3.9571, -0.6539], [-4.9790, 5.6357, 0.4621], [-2.5315, 5.2957, 0.5479], [-1.0315, 3.7519, 1.8658], [0.4993, 2.9750, 1.4676], [-1.3366, 2.4899, 3.8375], [-1.9790, 0.3268, 4.8993], [-2.0602, -1.7161, 3.4679], [-2.7232, -2.0380, 0.6479], [-1.2761, -2.7636, 1.3645], [0.4585, -4.2176, -1.6160], [2.8786, -4.7194, -0.8481], [5.0684, -1.8975, -1.1010], [4.1209, 0.4274, -1.8644], [2.4630, -0.7620, 2.2993], [1.6415, -1.6003, 1.3587], [0.8324, -2.3998, 1.7694], [1.9463, -1.4906, -0.1280], [3.1075, -2.5045, -0.3632], [3.9249, -2.4374, -2.7927], [2.8989, -2.3712, -3.6405], [1.7159, -1.5209, -3.4950], [0.9221, -1.3045, -2.4488], [0.1391, -0.1778, -2.4733], [1.9559, 0.1963, 2.4331], [3.4532, -0.5442, 1.9015], [2.5317, -1.2678, 3.2596], [3.6828, -2.6569, 0.5524], [4.7695, -3.0504, -3.0873], [2.9985, -2.8808, -4.5929], [1.5264, -0.8513, -4.3299]],
  "atomic_forces_ev_per_a": [[0.0, 0.0, 0.0], [0.0, 0.0, 0.0], [0.0, 0.0, 0.0], [0.0, 0.0, 0.0], [0.0, 0.0, 0.0], [0.0, 0.0, 0.0], [0.0, 0.0, 0.0], [0.0, 0.0, 0.0], [0.0, 0.0, 0.0], [0.0, 0.0, 0.0], [0.0, -0.1, 0.0], [0.0, 0.0, 0.0], [0.0, 0.0, 0.0], [0.0, 0.0, 0.0], [0.0, 0.0, 0.0], [0.0, 0.0, 0.0], [0.0, 0.0, 0.0], [0.0, 0.0, 0.0], [0.0, 0.0, 0.0], [0.0, 0.0, 0.0], [0.0, 0.0, 0.0], [0.0, 0.0, 0.0], [0.0, 0.0, 0.0], [0.0, 0.0, 0.0], [0.0, 0.0, 0.0], [0.0, 0.0, 0.0], [0.0, 0.0, 0.0], [0.0, 0.0, 0.0], [0.0, 0.0, 0.0], [0.0, 0.0, 0.0], [0.0, 0.0, 0.0], [0.0, 0.0, 0.0], [0.0, 0.0, 0.0], [0.0, 0.0, 0.0], [0.0, 0.0, 0.0], [0.0, 0.0, 0.0], [0.0, 0.0, 0.0], [0.0, 0.0, 0.0], [0.0, 0.0, 0.0], [0.0, 0.0, 0.0], [0.0, 0.0, 0.0], [0.0, 0.0, 0.0], [0.0, 0.0, 0.0], [0.0, 0.0, 0.0], [0.0, 0.0, 0.0], [0.0, 0.0, 0.0], [0.0, 0.0, 0.0], [0.0, 0.0, 0.0], [0.0, 0.0, -0.1], [0.0, 0.0, 0.0], [0.0, 0.0, 0.0], [0.0, 0.0, 0.0], [0.0, 0.0, 0.0], [0.0, 0.0, 0.0], [0.0, 0.0, 0.0], [0.0, 0.0, 0.0], [0.0, 0.0, 0.0]],
  "charge": 1,
  "homo_ev": -10.88,
  "orbital_gap_ev": 7.07,
  "lumo_energy_ev": -3.8,
  "total_energy_ha": -3689.39722,
  "de_lowest_kcal_mol": 79.4
}

***

2.
{
  "formula": "C27H23AsCoN3O2",
  "method": "wB97M-V/def2-TZVPD",
  "symbols": ["Co", "N", "C", "C", "C", "C", "C", "C", "C", "C", "N", "C", "H", "H", "H", "H", "H", "H", "H", "H", "O", "N", "O", "C", "C", "C", "C", "C", "C", "As", "C", "C", "C", "C", "C", "C", "C", "C", "C", "C", "C", "C", "H", "H", "H", "H", "H", "H", "H", "H", "H", "H", "H", "H", "H", "H", "H"],
  "coordinates": [[0.2019, -0.3508, 0.5612], [-0.3462, -1.8036, 1.8193], [-1.5722, -2.4449, 1.3555], [-2.1023, -3.5456, 1.9577], [-3.2903, -4.1229, 1.4578], [-3.9180, -3.5904, 0.3690], [-3.3782, -2.4552, -0.2819], [-3.9480, -1.8630, -1.4336], [-3.3368, -0.7905, -2.0149], [-2.1453, -0.2943, -1.4507], [-1.5955, -0.8148, -0.3801], [-2.1948, -1.8836, 0.2164], [0.3580, -2.5222, 1.9764], [-0.5177, -1.3553, 2.7189], [-1.6136, -3.9819, 2.8206], [-3.7005, -4.9932, 1.9511], [-4.8318, -4.0293, -0.0108], [-4.8634, -2.2715, -1.8435], [-3.7438, -0.3163, -2.8961], [-1.6321, 0.5508, -1.8947], [-0.4196, 1.2290, 1.5628], [0.0195, 2.0140, 0.6881], [0.6018, 1.3572, -0.2272], [6.0445, -2.0135, 0.3918], [5.1825, -1.1742, 1.0796], [3.8410, -1.1223, 0.7235], [3.3671, -1.9119, -0.3170], [4.2356, -2.7521, -1.0090], [5.5732, -2.8006, -0.6530], [1.5020, -1.8114, -0.7767], [0.8669, -3.6217, -0.5413], [1.4418, -4.4387, 0.4290], [0.8872, -5.6821, 0.7088], [-0.2361, -6.1130, 0.0175], [-0.8077, -5.3027, -0.9545], [-0.2639, -4.0571, -1.2293], [1.4222, -1.5149, -2.6745], [1.5707, -2.5586, -3.5829], [1.5402, -2.2950, -4.9443], [1.3647, -0.9944, -5.3972], [1.2212, 0.0467, -4.4911], [1.2476, -0.2098, -3.1275], [7.0906, -2.0531, 0.6649], [5.5522, -0.5560, 1.8865], [3.1705, -0.4520, 1.2516], [3.8716, -3.3646, -1.8254], [6.2517, -3.4491, -1.1909], [2.3364, -4.1182, 0.9522], [1.3431, -6.3189, 1.4557], [-0.6604, -7.0858, 0.2287], [-1.6783, -5.6423, -1.5006], [-0.7163, -3.4276, -1.9881], [1.7032, -3.5763, -3.2363], [1.6565, -3.1057, -5.6513], [1.3434, -0.7921, -6.4598], [1.0922, 1.0611, -4.8446], [1.1434, 0.6081, -2.4247]],
  "atomic_forces_ev_per_a": [[0.1, 0.0, 0.0], [-0.1, 0.0, 0.0], [0.0, 0.0, 0.0], [0.0, 0.0, 0.0], [0.0, 0.0, 0.0], [0.0, 0.0, 0.0], [0.0, 0.0, 0.0], [0.0, 0.0, 0.0], [0.0, 0.0, 0.0], [0.0, 0.0, 0.0], [0.0, 0.0, 0.0], [0.0, 0.0, 0.0], [0.0, 0.0, 0.0], [0.0, 0.0, 0.0], [0.0, 0.0, 0.0], [0.0, 0.0, 0.0], [0.0, 0.0, 0.0], [0.0, 0.0, 0.0], [0.0, 0.0, 0.0], [0.0, 0.0, 0.0], [0.0, 0.0, 0.0], [0.0, 0.0, 0.0], [-0.1, 0.0, 0.0], [0.0, 0.0, 0.0], [0.0, 0.0, 0.0], [0.0, 0.0, 0.0], [0.0, 0.0, 0.0], [0.0, 0.0, 0.0], [0.0, 0.0, 0.0], [0.0, -0.1, 0.0], [0.0, 0.0, 0.0], [0.0, 0.0, 0.0], [0.0, 0.0, 0.0], [0.0, 0.0, 0.0], [0.0, 0.0, 0.0], [0.0, 0.0, 0.0], [0.0, 0.0, 0.0], [0.0, 0.0, 0.0], [0.0, 0.0, 0.0], [0.0, 0.0, 0.0], [0.0, 0.0, 0.0], [0.0, 0.0, 0.0], [0.0, 0.0, 0.0], [0.0, 0.0, 0.0], [0.0, 0.0, 0.0], [0.0, 0.0, 0.0], [0.0, 0.0, 0.0], [0.0, 0.0, 0.0], [0.0, 0.0, 0.0], [0.0, 0.0, 0.0], [0.0, 0.0, 0.0], [0.0, 0.0, 0.0], [0.0, 0.0, 0.0], [0.0, 0.0, 0.0], [0.0, 0.0, 0.0], [0.0, 0.0, 0.0], [0.0, 0.0, 0.0]],
  "charge": 1,
  "homo_ev": [-11.87, -11.90],
  "orbital_gap_ev": [8.60, 8.66],
  "lumo_energy_ev": [-3.3, -3.2],
  "total_energy_ha": -4975.73737,
  "de_lowest_kcal_mol": 0.0,
  "spin_multiplicity": 2
}

***

3.
{
  "formula": "C27H23BBr4N4O2SSiTc",
  "method": "wB97M-V/def2-TZVPD",
  "symbols": ["Tc", "C", "Si", "C", "C", "C", "C", "C", "C", "N", "C", "S", "H", "H", "H", "H", "H", "H", "H", "H", "H", "H", "H", "H", "Br", "C", "C", "Br", "C", "Br", "C", "O", "C", "O", "C", "Br", "C", "C", "N", "C", "C", "C", "C", "C", "C", "C", "C", "C", "N", "C", "H", "H", "H", "H", "H", "H", "H", "H", "B", "C", "N", "H", "H", "H"],
  "coordinates": [[-0.0750, -0.1382, -0.0124], [-0.4693, 4.9197, -3.1840], [0.0851, 3.5226, -4.3033], [-1.3655, 2.6979, -5.1483], [1.2259, 4.2267, -5.6167], [1.0908, 2.2687, -3.3148], [2.4284, 2.0201, -3.5777], [3.1515, 1.0744, -2.8434], [2.5038, 0.4013, -1.8330], [1.2176, 0.6413, -1.5545], [0.5272, 1.5207, -2.2696], [-1.0964, 1.5196, -1.6942], [-0.8841, 5.7382, -3.7754], [0.3741, 5.3096, -2.6107], [-1.2310, 4.5822, -2.4799], [-1.7997, 3.3737, -5.8879], [-2.1420, 2.4173, -4.4362], [-1.0456, 1.7909, -5.6644], [0.6801, 4.9563, -6.2184], [1.5939, 3.4535, -6.2940], [2.0877, 4.7383, -5.1834], [2.9302, 2.5558, -4.3746], [4.1865, 0.8571, -3.0629], [2.9954, -0.3663, -1.2525], [-4.8216, -3.7147, 3.7167], [-3.9235, -2.8256, 2.3268], [-4.5265, -2.7384, 1.0351], [-6.1860, -3.5631, 0.7250], [-3.9047, -2.0645, 0.0133], [-4.6156, -1.8786, -1.7082], [-2.6375, -1.4642, 0.2388], [-1.9887, -0.8095, -0.6480], [-2.0285, -1.5815, 1.5194], [-0.8900, -0.9974, 1.6431], [-2.6971, -2.2543, 2.5652], [-1.8304, -2.2948, 4.2281], [3.6969, -1.0828, 2.0716], [2.6091, -1.1053, 1.1930], [1.7135, -0.1301, 1.1520], [1.8295, 0.9005, 2.0245], [2.8953, 1.0104, 2.9214], [3.8512, -0.0201, 2.9225], [2.9549, 2.1387, 3.8045], [1.9785, 3.0700, 3.8003], [0.8502, 2.9521, 2.9225], [-0.2224, 3.8578, 2.9251], [-1.2835, 3.6358, 2.0887], [-1.2662, 2.5292, 1.2329], [-0.2587, 1.6759, 1.1853], [0.7814, 1.8744, 2.0321], [4.3953, -1.9067, 2.0557], [2.4682, -1.9302, 0.5068], [4.6877, 0.0276, 3.6084], [3.7935, 2.2173, 4.4839], [2.0181, 3.9149, 4.4755], [-0.2050, 4.7083, 3.5947], [-2.1350, 4.3004, 2.0689], [-2.0865, 2.3359, 0.5590], [1.9162, -4.1992, -1.4192], [1.0053, -2.9359, -1.1457], [0.4628, -1.9588, -0.8521], [2.5543, -3.9572, -2.4185], [2.6348, -4.2552, -0.4350], [1.2220, -5.1773, -1.5298]],
  "atomic_forces_ev_per_a": [[-1.2, 0.9, -1.1], [0.0, -0.1, 0.0], [0.1, 0.1, -0.2], [0.1, 0.0, 0.1], [0.0, 0.0, 0.1], [0.0, 0.1, -0.1], [0.0, -0.1, 0.0], [-0.1, 0.0, 0.1], [0.1, 0.0, -0.2], [0.5, -0.5, 0.5], [-0.2, 0.4, -0.2], [0.4, -0.5, 0.4], [0.0, 0.0, 0.0], [0.0, 0.0, 0.0], [0.0, 0.0, 0.0], [0.0, 0.0, 0.0], [0.0, 0.0, 0.0], [0.0, 0.0, 0.0], [0.0, 0.0, 0.0], [0.0, 0.0, 0.0], [0.0, 0.0, 0.0], [0.0, 0.0, 0.0], [0.0, 0.0, 0.0], [0.0, 0.0, 0.0], [0.0, 0.0, 0.0], [-0.1, 0.0, 0.0], [0.0, 0.0, 0.0], [0.0, 0.0, 0.0], [0.1, 0.1, 0.0], [0.0, 0.0, 0.0], [-0.1, -0.1, -0.1], [0.3, -0.2, 0.4], [-0.1, 0.0, 0.1], [0.2, 0.1, 0.1], [0.1, 0.0, -0.1], [0.0, 0.0, 0.0], [0.0, 0.0, 0.0], [0.0, 0.0, -0.1], [-0.1, 0.0, 0.0], [0.0, 0.0, 0.1], [0.0, 0.0, 0.0], [0.0, 0.0, 0.0], [0.0, 0.0, 0.0], [0.0, 0.0, 0.0], [0.0, 0.0, -0.1], [0.0, 0.0, 0.0], [0.0, 0.0, 0.0], [0.0, -0.1, 0.0], [0.1, -0.2, 0.1], [0.0, 0.1, 0.0], [0.0, 0.0, 0.0], [0.0, 0.0, 0.0], [0.0, 0.0, 0.0], [0.0, 0.0, 0.0], [0.0, 0.0, 0.0], [0.0, 0.0, 0.0], [0.0, 0.0, 0.0], [0.0, 0.0, 0.0], [-0.1, 0.1, 0.0], [0.1, -0.1, 0.0], [0.0, 0.1, 0.1], [0.0, 0.0, 0.0], [0.0, 0.0, 0.0], [0.0, 0.0, 0.0]],
  "homo_ev": [-7.70, -7.94],
  "orbital_gap_ev": [6.43, 6.01],
  "lumo_energy_ev": [-1.3, -1.9],
  "total_energy_ha": -12501.68759,
  "spin_multiplicity": 2
}